23
Properties=species:S:1:pos:R:3:lowdin_charge:R:1 method="wB97M-V/def2-TZVPD" relative_energy_kj_mol=282.45 lumo_ev=3.57 charge=-1 e_tot_ha=-571.2619 homo_lumo_gap_ev=7.35 max_force_ev_per_a=4.47 homo_ev=-3.8
H 1.90 -0.26 0.60 0.04
C 0.42 -1.57 -1.57 -0.09
O 0.80 2.38 -2.04 -0.09
C -0.74 -0.49 2.27 -0.11
C 0.20 0.81 0.18 -0.41
C 1.66 0.62 0.13 -0.10
C -0.57 -0.70 -0.75 -0.23
H 0.40 1.23 2.41 0.12
O -0.32 3.97 -1.18 -0.09
C -0.09 0.53 1.66 -0.07
H -1.21 -0.09 -1.39 0.12
H 2.05 1.46 0.70 0.08
C -1.40 -1.53 0.14 -0.16
H 0.99 -2.11 -0.76 0.09
H 0.94 -1.00 -2.34 0.07
H -2.01 -2.25 -0.42 0.10
H -2.35 -2.14 1.91 0.10
N 0.04 2.79 -1.13 -0.55
H -0.75 -0.67 3.38 0.09
H -0.23 -2.20 -2.17 0.05
N -0.43 2.00 -0.23 0.06
H 2.23 0.69 -0.88 0.11
C -1.54 -1.47 1.45 -0.13

61
Properties=species:S:1:pos:R:3:lowdin_charge:R:1 method="wB97M-V/def2-TZVPD" lumo_ev=-4.95 charge=+1 e_tot_ha=-3936.9996 homo_lumo_gap_ev=7.83 max_force_ev_per_a=3.48 homo_ev=-12.8
H -1.37 0.29 -5.72 0.05
C 5.15 0.69 5.27 -0.07
H -4.45 -0.39 3.20 0.08
H 0.93 -2.97 -2.36 0.13
H -0.49 1.78 -5.03 0.08
C -4.18 -1.19 3.89 -0.05
H -2.21 -0.16 -3.51 0.10
H -1.57 2.00 0.24 0.11
H -4.87 1.74 -8.01 0.08
C 5.88 1.91 5.70 -0.27
C 0.99 -1.88 -0.37 -0.04
H -0.60 -1.88 3.41 0.13
H 1.29 2.24 0.96 0.06
H -2.45 1.37 2.31 0.12
N -3.02 -3.17 2.56 0.13
F 2.72 -0.06 3.00 0.11
H -1.94 -0.23 1.63 0.09
C -3.73 1.37 -6.26 -0.25
H -3.50 -0.80 4.64 0.07
C 0.10 -1.02 3.22 -0.09
O 3.16 -2.15 -2.64 0.19
H 3.98 -0.27 0.64 0.15
H 0.11 1.17 3.58 0.10
C -0.65 0.39 3.30 -0.14
H 0.70 -0.87 -3.35 0.11
N 6.45 2.85 6.03 0.13
H -1.34 1.32 -2.98 0.10
H 0.84 -1.03 4.06 0.14
Br 3.14 1.31 -2.18 0.89
C 3.20 -1.33 -1.79 -0.52
H -0.79 -2.17 0.99 0.16
C 0.25 -2.56 -1.58 -0.14
H 0.21 2.89 2.36 0.07
C -1.21 0.34 -3.51 -0.20
N -3.49 1.57 -5.16 0.15
C 2.95 -0.69 0.70 0.13
C -4.03 1.11 -7.69 -0.05
H -4.30 0.06 -7.83 0.08
H 0.34 0.23 -1.96 0.07
H -0.33 -3.43 -1.13 0.15
N 0.87 -1.15 1.95 0.02
C 0.25 -1.78 0.89 0.08
C -0.78 1.46 0.85 -0.23
H 4.59 0.28 6.11 0.08
H -0.28 0.76 0.13 0.07
C -1.55 0.76 2.04 -0.18
H 0.40 0.23 -5.15 0.07
O -0.73 -1.64 -2.06 -0.14
C 0.27 2.57 1.29 -0.10
C -0.12 -0.50 -2.69 -0.23
H -3.16 1.34 -8.30 0.08
H 0.05 3.50 0.68 0.08
C 2.35 -1.32 -0.49 -0.02
C 2.14 -0.64 1.92 -0.16
H -1.35 0.31 4.19 0.11
H 4.46 0.94 4.47 0.05
C -3.53 -2.31 3.14 -0.26
H 5.86 -0.06 4.92 0.08
O 4.10 -0.24 -1.93 -0.51
H -5.08 -1.56 4.38 0.09
C -0.63 0.66 -4.96 -0.12

6
Properties=species:S:1:pos:R:3:lowdin_charge:R:1 method="wB97M-V/def2-TZVPD" relative_energy_kj_mol=49.89 lumo_ev=-0.27 smiles=[S-][N+]#CCl.N#N e_tot_ha=-1060.6988 homo_lumo_gap_ev=8.25 max_force_ev_per_a=1.72 homo_ev=-8.5
Cl 1.87 -0.13 1.00 0.78
S -2.33 0.62 0.82 0.53
N 0.03 -0.20 -1.68 0.03
N -0.80 0.35 1.08 -0.62
C 0.29 0.09 0.78 -0.78
N 0.95 -0.72 -2.00 0.06

28
Properties=species:S:1:pos:R:3:lowdin_charge:R:1 method="wB97M-V/def2-TZVPD" relative_energy_kj_mol=0.00 lumo_ev=0.73 smiles="C1CCOCC1.CNC(C)=O" e_tot_ha=-520.2621 homo_lumo_gap_ev=10.20 max_force_ev_per_a=0.76 homo_ev=-9.5
H -2.75 0.18 0.12 0.13
H 2.91 -1.22 3.55 0.09
H 0.63 2.42 0.26 0.13
C 1.40 -2.95 0.06 -0.01
O 2.69 -3.54 2.02 0.03
C -2.11 0.75 -1.90 -0.19
H 0.64 1.25 -1.93 0.12
C 1.90 -2.77 1.48 -0.56
H 1.68 -2.09 -0.57 0.08
C -0.03 2.13 -1.81 -0.19
H -1.56 -0.20 -2.03 0.12
O -1.00 1.20 0.23 -0.16
N 1.42 -1.67 2.12 -0.01
C -1.34 1.89 -2.56 -0.21
H 1.31 -0.45 3.81 0.08
C -0.31 2.32 -0.32 -0.23
H -1.14 1.66 -3.62 0.11
H -0.91 3.23 -0.16 0.12
H 1.85 -3.86 -0.37 0.09
H -2.88 1.92 -0.25 0.13
H -3.11 0.62 -2.35 0.12
H 1.53 -2.19 4.17 0.09
C -2.26 1.02 -0.41 -0.23
C 1.82 -1.37 3.49 -0.09
H 0.30 -3.06 0.04 0.08
H 0.76 -1.05 1.64 0.13
H 0.50 3.02 -2.20 0.12
H -1.95 2.81 -2.52 0.12

13
Properties=species:S:1:pos:R:3:lowdin_charge:R:1 method="wB97M-V/def2-TZVPD" relative_energy_kj_mol=419.60 lumo_ev="-5.61 / -5.61" smiles="[H]/N=N/C(=[NH2+])CN" charge=+1 e_tot_ha=-299.0622 homo_lumo_gap_ev="8.64 / 8.64" max_force_ev_per_a=6.45 homo_ev="-14.3 / -14.3"
H 2.23 1.15 -0.42 0.20
H -1.09 -2.32 0.66 0.10
N 2.05 0.10 -0.20 0.21
H -0.30 1.31 1.26 0.18
N 0.40 -1.43 0.13 0.06
C 0.82 -0.26 -0.04 -0.30
H -2.11 0.71 -1.02 0.08
C -0.34 0.92 0.13 -0.10
H 2.78 -0.45 -0.02 0.08
H -0.09 1.73 -0.54 0.11
H -2.17 0.29 0.49 0.05
N -1.60 0.38 -0.26 0.07
N -0.57 -2.13 -0.18 0.25

39
Properties=species:S:1:pos:R:3:lowdin_charge:R:1 method="wB97M-V/def2-TZVPD" relative_energy_kj_mol=0.00 lumo_ev=-0.25 e_tot_ha=-2517.8953 homo_lumo_gap_ev=8.25 max_force_ev_per_a=3.05 homo_ev=-8.5
O 3.81 0.28 3.48 0.04
H -4.94 -1.98 -0.02 0.08
C -3.40 -1.38 -1.50 -0.07
H -1.26 1.62 -4.44 0.11
C -3.08 -0.99 0.68 -0.16
C 0.32 1.85 2.31 -0.28
H -3.73 -1.66 -2.49 0.12
H -0.38 4.10 -3.59 0.07
Cl 0.42 -1.36 4.56 0.61
C 1.88 -1.66 -0.68 -0.15
H -3.17 -0.90 1.76 0.10
C 2.05 -0.67 4.76 -1.50
H 0.69 -2.24 -3.70 0.12
C 2.06 -2.32 -1.90 -0.07
H 2.52 -1.65 0.20 0.08
C -0.91 1.95 -3.48 -0.10
C -3.99 -1.53 -0.24 -0.08
N 0.19 -1.14 -1.97 -0.03
N -0.35 1.72 -1.33 0.01
C -0.11 2.99 -1.67 -0.17
N -2.21 -0.78 -1.33 -0.03
Cl 1.95 0.87 5.66 0.64
N 0.74 -0.95 -0.72 -0.06
H -0.65 2.17 2.73 -0.05
C 2.66 -0.41 3.36 -0.67
H 3.71 1.12 2.97 0.15
B -1.13 -0.44 -2.40 -0.51
H 2.87 -2.98 -2.16 0.08
H -1.48 -0.81 -3.49 0.11
Cl 3.16 -1.79 5.57 0.66
C -0.46 3.19 -3.03 -0.09
N -1.99 -0.56 0.01 -0.09
N -0.84 1.09 -2.44 -0.06
H 0.71 2.61 1.62 -0.06
H 1.02 1.68 3.14 -0.11
Cd -0.14 0.06 1.15 1.33
O 2.19 -0.85 2.31 -0.02
C 0.97 -1.96 -2.69 -0.07
H 0.30 3.72 -0.99 0.09

17
Properties=species:S:1:pos:R:3:lowdin_charge:R:1 method="wB97M-V/def2-TZVPD" relative_energy_kj_mol=143.11 lumo_ev=-3.86 smiles="C[C@H](O)[C@@H]([NH3+])C=O" charge=+1 e_tot_ha=-363.3811 homo_lumo_gap_ev=11.12 max_force_ev_per_a=1.67 homo_ev=-15.0
O 0.05 1.61 -0.45 -0.02
C -0.91 0.68 1.64 -0.02
H 0.37 2.47 -0.14 0.13
H -0.75 1.42 2.41 0.10
N -0.74 -0.88 -1.13 0.25
H -1.93 0.85 1.26 0.10
H -0.89 -0.01 -1.65 0.18
H -0.95 -0.27 2.16 0.09
H -1.64 -1.10 -0.69 0.18
H 2.48 -0.07 -0.82 0.16
C 0.17 0.62 0.58 -0.39
C 1.64 -0.76 -0.99 -0.15
O 1.69 -1.61 -1.83 0.11
H 1.12 0.83 1.09 0.16
H 0.42 -1.52 0.52 0.18
H -0.48 -1.61 -1.81 0.17
C 0.35 -0.66 -0.15 -0.21

57
Properties=species:S:1:pos:R:3:lowdin_charge:R:1 method="wB97M-V/def2-TZVPD" relative_energy_kj_mol=134.69 lumo_ev="-0.65 / -0.60" s2=3.7971 e_tot_ha=-1711.4048 homo_lumo_gap_ev="5.40 / 6.29" max_force_ev_per_a=5.74 multiplicity=4 homo_ev="-6.0 / -6.9"
N 1.43 -0.71 0.61 -0.20
H -4.09 -1.64 2.68 0.07
H 0.06 -3.49 -0.22 0.05
C -0.86 2.84 -2.26 -0.41
H 1.17 -2.01 -3.99 0.04
H 4.92 -3.31 3.39 0.10
C 2.81 -2.91 3.10 -0.10
C 4.61 -1.85 1.82 -0.10
H -2.11 -2.80 -2.04 0.05
H -2.46 2.78 1.24 0.02
Tc 0.13 0.19 -0.25 0.82
C 0.22 0.98 3.27 -0.25
C 0.65 -3.26 -1.12 -0.24
H -1.84 3.15 2.86 0.05
H 0.38 3.61 0.47 0.02
H -1.74 2.24 -4.06 0.08
P -0.34 1.61 1.64 0.74
H 1.73 2.78 1.25 0.04
C -3.01 -1.24 0.86 -0.75
C 1.23 -1.30 -3.15 -0.28
H -0.16 1.47 -3.83 0.09
H -2.31 3.85 -0.91 0.10
H -0.24 3.28 -4.24 0.11
H 2.25 -1.35 -2.73 0.04
C -1.49 -2.16 -2.68 -0.25
H -5.03 -1.96 1.26 0.06
H -3.76 -3.08 1.72 0.07
O -1.84 -1.66 1.29 -0.20
H -0.36 0.09 3.51 0.04
O 0.01 2.35 -1.51 -0.12
H 1.28 0.72 3.23 0.04
C 3.67 -1.12 1.09 -0.05
H 0.65 3.80 2.22 0.05
H 3.92 -0.41 0.33 0.09
H -2.64 2.06 -1.16 0.11
C -4.03 -2.02 1.66 -0.04
H -1.33 -2.67 -3.64 0.05
C 4.17 -2.74 2.82 -0.12
H 1.06 -0.29 -3.52 0.01
H -2.08 -1.25 -2.86 0.04
H 5.67 -1.71 1.59 0.09
C 2.31 -1.36 1.35 -0.45
O -3.28 -0.40 0.02 -0.04
H -1.02 -1.04 -0.19 0.02
H 0.79 -2.28 2.55 0.10
H 1.70 -3.15 -0.83 0.04
C -1.95 2.36 2.11 -0.25
P 0.04 -1.67 -1.82 0.70
H 0.57 -4.11 -1.83 0.05
H 2.49 -3.61 3.88 0.11
C -2.25 3.01 -1.65 -0.02
C 1.85 -2.21 2.38 -0.05
C 0.70 3.10 1.39 -0.28
H -2.59 1.59 2.53 0.05
C -0.74 2.44 -3.69 -0.02
H -2.89 3.19 -2.52 0.07
H 0.08 1.72 4.07 0.05

23
Properties=species:S:1:pos:R:3:lowdin_charge:R:1 method="wB97M-V/def2-TZVPD" relative_energy_kj_mol=420.79 lumo_ev=-1.38 e_tot_ha=-690.3812 homo_lumo_gap_ev=7.91 max_force_ev_per_a=4.82 homo_ev=-9.3
H 1.53 0.73 -0.81 0.05
H -0.90 -1.93 -0.82 0.15
C 2.15 0.33 -0.02 -0.05
H -2.82 0.14 -0.91 0.07
H 0.07 -0.57 -1.61 0.09
S 2.21 -1.22 3.32 0.61
H -0.99 1.96 -1.30 0.06
C 1.02 -0.43 0.83 -0.49
H -0.98 -0.15 1.04 0.12
H 0.51 -2.32 3.33 0.15
H 1.17 0.76 2.56 0.03
C 1.08 -0.24 2.32 -0.72
C -0.76 -0.73 -0.91 -0.22
H -1.15 1.51 -3.01 0.07
H 1.27 -1.50 0.60 0.12
C -1.98 0.07 -1.57 -0.24
H -2.52 2.10 -1.99 0.06
H 3.00 -0.38 -0.10 0.08
H 2.41 1.26 0.61 0.09
H -2.41 -0.49 -2.43 0.10
H -0.01 -0.48 2.66 0.06
C -1.63 1.48 -2.04 -0.12
N -0.27 0.11 0.25 -0.07

9
Properties=species:S:1:pos:R:3:lowdin_charge:R:1 method="wB97M-V/def2-TZVPD" relative_energy_kj_mol=76.47 lumo_ev=1.02 e_tot_ha=-263.3341 homo_lumo_gap_ev=10.41 max_force_ev_per_a=2.30 homo_ev=-9.4
H 1.35 1.46 -0.31 0.05
H -1.00 -0.74 0.27 0.01
N 0.59 0.89 0.02 0.01
C 0.89 -0.33 0.23 -0.37
H 1.90 -0.75 0.13 0.12
O -2.01 1.93 -0.90 0.05
H 0.09 -2.17 0.48 0.09
C -1.68 0.90 -0.52 -0.01
N -0.11 -1.18 0.59 0.05

48
Properties=species:S:1:pos:R:3:lowdin_charge:R:1 method="wB97M-V/def2-TZVPD" lumo_ev=0.01 smiles="COCCCC[Si@](CCN)(OC(=O)c1ccccc1)S(=O)(=O)C(F)(F)F" e_tot_ha=-2003.0435 homo_lumo_gap_ev=9.71 max_force_ev_per_a=1.32 homo_ev=-9.7
C -1.67 -2.81 1.21 -0.24
C -0.16 1.56 -3.35 -0.01
H -0.69 2.48 -3.14 0.12
H -1.55 0.82 -4.79 0.10
H -0.96 2.21 -0.07 0.08
H 0.75 -0.98 1.68 0.08
C -1.28 1.57 1.98 -0.31
H -3.24 -3.89 2.87 0.09
H -1.09 -2.86 2.14 0.13
H 1.89 -1.65 -4.08 0.11
O 1.79 2.67 3.23 -0.33
F 4.83 2.30 3.01 0.16
O 2.54 0.31 3.20 -0.33
H -1.19 -2.96 -0.86 0.12
N -2.71 1.81 1.74 0.00
S 2.36 1.56 2.51 0.69
O 2.15 1.70 -0.60 -0.09
Si 1.17 1.15 0.64 0.59
C 1.32 -0.76 -3.87 -0.07
F 4.58 1.09 1.24 0.14
H -3.79 -5.21 1.83 0.08
C -0.62 0.63 -4.28 -0.06
H -0.23 -0.93 -1.22 0.09
H -4.28 -3.55 1.47 0.09
H -0.26 -1.24 -5.25 0.10
C -0.72 -2.57 0.04 -0.16
C 0.87 -0.68 0.64 -0.22
H 0.19 -3.14 0.19 0.12
H -3.09 2.42 2.45 0.06
C 1.78 0.15 -2.92 -0.02
H -1.23 -0.48 0.12 0.09
H -2.87 2.26 0.85 0.05
H -2.40 -2.01 1.27 0.12
O -2.32 -4.05 1.03 -0.19
C 4.06 2.08 1.96 -0.73
O 1.42 3.46 -1.76 0.18
C 0.12 -0.53 -4.53 -0.07
C -0.39 2.13 0.86 -0.21
H -1.14 0.50 2.10 0.08
H -0.10 3.14 1.15 0.09
H 1.75 -1.21 0.26 0.10
C 1.03 1.31 -2.67 -0.15
F 4.00 3.17 1.22 0.15
C -0.38 -1.10 -0.15 -0.24
C 1.53 2.29 -1.67 -0.50
C -3.47 -4.17 1.84 -0.12
H -0.99 2.03 2.92 0.11
H 2.70 -0.04 -2.40 0.12

7
Properties=species:S:1:pos:R:3:lowdin_charge:R:1 method="wB97M-V/def2-TZVPD" relative_energy_kj_mol=185.93 lumo_ev=-0.03 e_tot_ha=-1281.9871 homo_lumo_gap_ev=9.57 max_force_ev_per_a=5.09 homo_ev=-9.6
P 1.13 0.88 -1.08 0.63
H 0.86 -0.70 1.15 0.20
Cl -0.66 -1.77 -0.73 0.51
H -1.21 1.74 -0.89 -0.15
F 2.42 0.93 -0.10 -0.40
C 0.21 -0.39 -0.26 -1.38
P -0.55 1.24 0.25 0.60